No. 1
The following is a DFT calculation (wB97M-V/def2-TZVPD) of a molecular structure, C30H33Cl2ErGeN2O4P in a non-equilibrium geometry.

Cartesian coordinates (Å):
Er 1.29698 -0.47322 0.30018
N 0.90152 2.00779 0.93838
C 1.01035 3.01744 -0.11730
C 1.70099 4.21864 0.11509
C 1.76028 5.19663 -0.89511
C 1.18152 4.92498 -2.13771
C 0.51834 3.71666 -2.37857
C 0.46221 2.71032 -1.39182
P -0.18092 1.07722 -1.76294
C -1.86059 1.11797 -1.13495
C -2.32974 2.12491 -0.26861
C -3.61598 2.05652 0.24735
C -4.48616 0.98841 -0.06985
C -4.01516 -0.01378 -0.93897
C -2.71108 0.04836 -1.47562
C -0.47739 1.11142 -3.51396
C 0.59123 0.83498 -4.37934
C 0.42804 0.96011 -5.76552
C -0.79758 1.38808 -6.31919
C -1.84173 1.69650 -5.44156
C -1.68653 1.58451 -4.05501
H 1.50297 2.26977 1.71914
H -0.06650 1.91623 1.28129
H 2.09751 4.43296 1.11049
H 2.26751 6.12904 -0.71575
H 1.20111 5.65340 -2.94091
H 0.03584 3.55581 -3.33954
H -1.73105 3.00593 -0.03937
H -3.94424 2.82969 0.92643
H -5.48894 0.96400 0.34534
H -4.65632 -0.85631 -1.21526
H -2.34824 -0.73051 -2.14923
H 1.53988 0.50010 -3.97032
H 1.27071 0.71242 -6.40657
H -0.93141 1.46980 -7.39290
H -2.81072 2.01367 -5.83498
H -2.49697 1.90509 -3.41082
O 0.47037 -2.07798 -0.90104
C -0.56285 -2.83644 -0.65213
C -1.55806 -2.56176 0.32680
C -2.53838 -3.52779 0.55357
C -3.51527 -3.25218 1.51905
C -3.57115 -2.07654 2.29466
C -2.58575 -1.12870 2.08929
C -1.58290 -1.30887 1.11374
O -0.70537 -0.34248 0.94043
N -4.51731 -4.27028 1.74357
O -5.39276 -4.01454 2.62066
O -4.43581 -5.32199 1.03959
H -0.66445 -3.79918 -1.15659
H -2.56112 -4.46566 0.01418
H -4.36745 -1.96842 3.02233
H -2.55130 -0.16670 2.60015
Cl 3.33012 1.16329 -0.83167
C 4.35723 -0.24227 -1.40011
Cl 3.35663 -1.75365 -1.08545
H 5.28229 -0.29042 -0.82553
H 4.52786 -0.14184 -2.46684
C 2.28874 -3.04586 5.12635
Ge 2.96775 -1.90475 3.67269
C 4.53072 -2.81376 2.89927
C 3.47620 -0.20322 4.51255
C 1.57835 -1.62475 2.37019
H 3.08956 -3.18111 5.87264
H 1.98484 -4.03356 4.73907
H 1.42686 -2.56724 5.62589
H 5.21449 -3.19100 3.67303
H 5.05780 -2.08683 2.25701
H 4.19525 -3.64836 2.25462
H 4.11501 -0.38454 5.39382
H 2.57751 0.35925 4.85101
H 4.03999 0.42182 3.80066
H 0.70324 -1.16624 2.86316
H 1.24937 -2.61101 2.00738

Calculated values
* strongest force on any atom: 3.85 eV/Å
* calculated total energy: -161280.3295 eV
* total charge: +1
* relative energy (zero: lowest compared OMol25 entry of this formula, charge and spin): 0.0 kJ/mol
* LUMO energy (spin up / spin down): -3.8 / -3.8 eV
* multiplicity: 4
* gap between HOMO and LUMO (spin up / spin down): 0.238 / 0.238 Eh


No. 2
The following is a DFT calculation (wB97M-V/def2-TZVPD) of a molecular structure, C30H33F10N6PTi.

Cartesian coordinates (Å):
Ti -0.35506 0.18216 0.62332
C 0.87615 -2.41943 1.90737
N 1.15114 -1.67517 0.64857
C 1.10540 -2.59318 -0.51718
C -0.18977 -2.55208 -1.24891
C -0.61218 -3.61538 -2.03184
C -1.70366 -3.43157 -2.85739
C -2.31585 -2.19214 -2.88535
C -1.84289 -1.19906 -2.04880
N -0.80852 -1.37591 -1.22137
C 2.50752 -1.07727 0.67714
C 2.57944 -0.04224 1.74543
C 3.71837 0.17621 2.49025
C 3.69318 1.14555 3.48300
C 2.52147 1.83524 3.71051
C 1.41677 1.55657 2.92269
N 1.44224 0.65053 1.93694
C -0.51832 -2.24718 2.43309
C -1.12867 -3.22581 3.19326
C -2.33381 -2.93490 3.81576
C -2.87847 -1.67136 3.68626
C -2.21707 -0.74382 2.90203
N -1.08005 -1.03996 2.25676
H 1.54855 -2.04445 2.68084
H 1.10436 -3.47729 1.78694
H 1.36650 -3.60700 -0.21596
H 1.85935 -2.26311 -1.23198
H -0.07627 -4.55602 -2.00116
H -2.06159 -4.24042 -3.48312
H -3.15696 -1.98549 -3.53288
H -2.29986 -0.22255 -2.04551
H 2.65999 -0.62385 -0.30479
H 3.27607 -1.84166 0.82353
H 4.60656 -0.41232 2.29983
H 4.57622 1.34154 4.07972
H 2.43418 2.58482 4.48570
H 0.49077 2.06859 3.08075
H -0.66068 -4.19660 3.30297
H -2.83340 -3.69218 4.40926
H -3.80268 -1.39360 4.17536
H -2.60120 0.25110 2.75609
C 4.00449 -1.16160 -2.14102
C 3.44743 0.25474 -2.20187
N 1.98710 0.38837 -2.00648
C 1.24158 0.30974 -3.27588
C 1.34832 -1.02109 -3.99802
C 1.73362 1.67352 -1.31212
C 0.36264 2.31898 -1.42484
N -0.72880 1.50642 -0.87653
C -2.01540 1.98421 -1.02046
C -3.02846 1.26060 -0.38858
F -2.58684 0.12443 0.28947
C -4.36355 1.56583 -0.36998
F -5.20197 0.76857 0.31008
C -4.81021 2.67761 -1.04736
C -3.85249 3.41839 -1.70764
F -4.22710 4.51142 -2.37729
C -2.50400 3.10358 -1.71709
F -1.68803 3.94870 -2.38349
H 5.09699 -1.12211 -2.14956
H 3.69597 -1.79053 -2.97206
H 3.71076 -1.66715 -1.21612
H 3.74433 0.74461 -3.14183
H 3.93867 0.82749 -1.41062
H 1.56615 1.11000 -3.96160
H 0.19430 0.49861 -3.04971
H 2.32801 -1.17676 -4.44849
H 0.62014 -1.05269 -4.81121
H 1.14424 -1.86024 -3.32574
H 2.44522 2.44199 -1.64442
H 1.97500 1.53123 -0.24996
H 0.17073 2.56988 -2.46000
H 0.44266 3.26911 -0.88774
H -5.85149 2.96485 -1.05864
F -1.22921 1.75204 1.75619
P -2.01820 3.22189 2.57326
F -2.68516 4.42466 3.30603
F -3.36950 2.36711 2.50391
F -1.64265 2.46067 3.94251
F -2.28965 3.77359 1.11629
F -0.56289 3.88005 2.55144

Calculated values
* strongest force on any atom: 0.96 eV/Å
* calculated total energy: -100167.9660 eV
* total charge: +1
* LUMO energy (spin up / spin down): -3.4 / -3.3 eV
* multiplicity: 2
* gap between HOMO and LUMO (spin up / spin down): 0.248 / 0.259 Eh


No. 3
The following is a DFT calculation (wB97M-V/def2-TZVPD) of a molecular structure, C30H33F5N2O2PbS2Si2.

Cartesian coordinates (Å):
Pb -0.35779 -0.12535 0.41616
O 1.70563 -0.49324 -0.75650
C 2.68684 0.32081 -0.90453
C 3.24113 0.53830 -2.20006
C 4.31614 1.36655 -2.39937
C 4.93360 2.03020 -1.32816
C 4.42708 1.83238 -0.06532
C 3.30830 1.01908 0.17383
C 2.86970 0.89668 1.54870
N 1.74224 0.47845 1.97359
C 1.57618 0.36161 3.41272
C 1.28402 -1.09189 3.76707
N 0.02113 -1.45595 3.16603
C -0.65449 -2.42287 3.59928
C -1.92884 -2.77262 2.94183
C -2.21560 -4.10133 2.65095
C -3.33556 -4.44452 1.91273
C -4.19466 -3.45253 1.46674
C -3.95063 -2.12507 1.78407
C -2.82767 -1.79305 2.52057
O -2.69660 -0.48123 2.95141
H 2.77238 0.01430 -3.02499
H 4.69885 1.50393 -3.40490
H 5.78688 2.67460 -1.49144
H 4.88828 2.32788 0.78440
H 3.61480 1.22400 2.28977
H 0.72801 0.97699 3.72435
H 2.47351 0.70385 3.94559
H 1.27764 -1.23389 4.85467
H 2.07181 -1.72225 3.34153
H -0.31456 -3.05799 4.42902
H -1.51880 -4.86801 2.96824
H -3.52405 -5.48088 1.66572
H -5.06251 -3.71007 0.87319
H -4.62234 -1.33553 1.47392
F 4.55056 -4.36196 -1.30627
C 3.27507 -3.97861 -1.16019
C 2.62452 -4.16045 0.04390
F 3.27339 -4.72767 1.07497
C 1.30547 -3.76799 0.17983
F 0.73652 -3.97917 1.37870
C 0.58484 -3.17222 -0.85016
S -1.06248 -2.60615 -0.64745
C 1.27469 -3.01510 -2.05108
F 0.67802 -2.44609 -3.10052
C 2.58811 -3.40733 -2.21494
F 3.21217 -3.22079 -3.38664
C -2.05823 4.21820 -0.11833
Si -0.46394 3.35604 -0.63510
C 0.80767 3.58130 0.72493
C 0.24520 4.29663 -2.11192
C -0.72261 1.58828 -1.16740
Si -2.26518 1.14045 -2.11990
C -3.58120 0.41375 -0.98713
C -1.84340 -0.10622 -3.45326
C -3.09197 2.58893 -3.00605
H -1.84097 4.97371 0.64118
H -2.77467 3.52010 0.31764
H -2.52676 4.72060 -0.96669
H 0.91602 4.64921 0.93897
H 1.77985 3.20066 0.40424
H 0.51473 3.07568 1.64593
H 0.42424 5.34489 -1.85375
H -0.42335 4.27183 -2.97496
H 1.20067 3.85746 -2.41273
H 0.13689 1.32520 -1.79872
H -3.28024 -0.56520 -0.60188
H -4.52232 0.27590 -1.52741
H -3.77021 1.06758 -0.13069
H -1.40025 -1.00905 -3.02982
H -1.12740 0.32225 -4.16066
H -2.73971 -0.39136 -4.01193
H -3.56982 3.28227 -2.31289
H -3.86589 2.19291 -3.67057
H -2.38605 3.15314 -3.61921
S -2.00577 1.96625 2.76713
C -2.02628 0.43080 2.21006

Calculated values
* strongest force on any atom: 0.13 eV/Å
* calculated total energy: -94983.3610 eV
* total charge: -1
* relative energy (zero: lowest compared OMol25 entry of this formula, charge and spin): 0.0 kJ/mol
* LUMO energy (spin up / spin down): 2.6 / 1.5 eV
* multiplicity: 2
* gap between HOMO and LUMO (spin up / spin down): 0.232 / 0.224 Eh


No. 4
The following is a DFT calculation (wB97M-V/def2-TZVPD) of a molecular structure, C30H33GeRhS3.

Cartesian coordinates (Å):
Rh -0.79285 0.27511 -3.39725
C 0.85378 -1.32232 -3.43630
C 1.34774 -0.18763 -4.12135
C 0.66370 0.30559 -5.24154
C -0.56023 -0.27246 -5.61556
C -1.03910 -1.42419 -4.93193
C -0.32046 -1.96485 -3.85940
H 1.38770 -1.69623 -2.57369
H 2.26130 0.28845 -3.79239
H 1.03894 1.17025 -5.77438
H -1.12334 0.13610 -6.44381
H -1.98404 -1.85889 -5.23198
H -0.68425 -2.84276 -3.34353
C -0.18253 3.36590 -2.15483
C -0.25528 2.48948 -0.90627
S -0.69856 0.72117 -1.10636
C -2.44442 0.62427 -0.61192
C -3.39067 1.30787 -1.56529
S -3.06063 0.78306 -3.28736
C -3.29840 2.32262 -4.23293
C -2.13405 3.29889 -4.26259
S -1.73617 4.11876 -2.69706
H 0.29625 2.84435 -2.98843
H 0.47420 4.20168 -1.90724
H -0.96008 2.89308 -0.17789
H 0.72220 2.44244 -0.42167
H -2.52171 1.05206 0.38831
H -2.63268 -0.44670 -0.51970
H -3.28446 2.38950 -1.53145
H -4.42395 1.03320 -1.34988
H -4.20274 2.77438 -3.82107
H -3.54005 1.98302 -5.24192
H -2.40202 4.09451 -4.96050
H -1.23174 2.82939 -4.66348
C 2.76203 3.14740 2.80008
C 1.86917 2.81186 3.80985
C 1.37889 1.51857 3.90017
C 1.80512 0.54079 2.99405
C 2.72186 0.88360 1.99136
C 3.18318 2.18740 1.88805
Ge 1.15235 -1.24955 3.08959
C -0.73322 -1.45355 2.95444
C -1.34756 -2.69230 2.72205
C -2.72765 -2.78788 2.66836
C -3.51036 -1.65487 2.85774
C -2.91531 -0.41705 3.07035
C -1.53374 -0.31165 3.10238
C 2.38939 -2.65373 3.26162
C 1.99048 -3.98475 3.47238
C 2.93940 -4.96262 3.69790
C 4.28933 -4.62667 3.72028
C 4.69684 -3.31122 3.53316
C 3.75423 -2.32401 3.31472
H 3.14969 4.15577 2.73924
H 1.56708 3.55398 4.53645
H 0.70126 1.27181 4.70926
H 3.09734 0.13256 1.30572
H 3.90233 2.44703 1.12240
H -0.75755 -3.58641 2.58333
H -3.19619 -3.74942 2.50730
H -4.58940 -1.74105 2.85457
H -3.52935 0.45842 3.23985
H -1.08163 0.65726 3.27213
H 0.94542 -4.25637 3.49535
H 2.63257 -5.98450 3.87314
H 5.02839 -5.39511 3.90477
H 5.74676 -3.05686 3.57852
H 4.07744 -1.29594 3.21205

Calculated values
* strongest force on any atom: 0.33 eV/Å
* calculated total energy: -123649.6260 eV
* total charge: +3
* relative energy (zero: lowest compared OMol25 entry of this formula, charge and spin): 166.2 kJ/mol
* LUMO energy (spin up / spin down): -9.8 / -10.5 eV
* multiplicity: 2
* gap between HOMO and LUMO (spin up / spin down): 0.245 / 0.218 Eh


No. 5
The following is a DFT calculation (wB97M-V/def2-TZVPD) of a single C30H33N5O4 molecule in a non-equilibrium geometry.

Cartesian coordinates (Å):
O -1.46719 0.55719 -3.29838
C -0.61144 0.04423 -2.60037
N 0.55119 -0.43556 -3.08839
H 1.17849 -0.99364 -2.52717
C 0.79406 -0.51519 -4.51324
C 2.22095 -0.08146 -4.84032
C 3.24204 -1.00838 -4.16204
N 2.60799 -2.23162 -3.68834
C 1.80615 -2.81883 -4.74822
C 0.57101 -1.94720 -5.01991
H 0.36128 -1.92579 -6.08929
H -0.30565 -2.35737 -4.51727
H 1.49501 -3.81824 -4.43554
H 2.40330 -2.93269 -5.67023
C 3.59108 -3.17004 -3.16642
C 4.36968 -2.57235 -2.02645
C 3.70118 -2.06099 -0.92037
C 4.40148 -1.47607 0.11823
C 5.78459 -1.41353 0.07034
C 6.46026 -1.93513 -1.01830
C 5.75474 -2.50381 -2.06511
H 6.28620 -2.89872 -2.91994
H 7.53902 -1.89246 -1.05938
H 6.33232 -0.95809 0.88167
H 3.87208 -1.05437 0.95838
H 2.62278 -2.12583 -0.88273
H 4.28961 -3.50158 -3.95626
H 3.04477 -4.05016 -2.80883
H 3.68935 -0.51370 -3.29635
H 4.05918 -1.24039 -4.86888
H 2.33976 -0.11500 -5.92407
H 2.37956 0.94743 -4.51796
H 0.06964 0.15969 -4.98016
C -0.80004 -0.08446 -1.12264
C 0.22362 -0.01683 -0.20146
C -0.04791 -0.08587 1.16700
C -1.37564 -0.15767 1.65520
N -1.65379 -0.00753 2.98086
C -0.96779 0.96332 3.79511
H -0.15255 1.42264 3.23853
H -0.55565 0.48649 4.69092
C -1.97222 2.07755 4.17593
C -2.48278 2.63330 2.86928
C -1.71896 3.52153 2.16600
C -2.10128 3.89544 0.86421
C -3.22089 3.37094 0.30815
C -4.06287 2.46409 1.03044
O -5.10120 1.97137 0.61898
N -3.61755 2.13356 2.32564
C -4.50576 1.24594 3.05649
C -3.80630 0.46777 4.15995
C -3.07198 1.47573 5.03777
H -2.63400 0.99021 5.91153
H -3.75950 2.24848 5.38658
H -4.57036 -0.06233 4.73601
C -2.81115 -0.57730 3.62740
H -3.30879 -1.26717 2.94672
H -2.44543 -1.15932 4.48475
H -4.97161 0.58516 2.31890
H -5.31365 1.84963 3.48922
H -3.53370 3.61345 -0.69409
H -1.48455 4.58834 0.31192
H -0.81723 3.91680 2.60428
H -1.43445 2.85993 4.71698
C -2.38553 -0.32321 0.68958
C -2.10712 -0.26175 -0.65133
H -2.90774 -0.31782 -1.37280
H -3.41175 -0.43672 0.99586
N 1.07742 -0.22029 2.02937
O 2.15281 0.20455 1.64075
O 0.93306 -0.80657 3.09070
H 1.25612 0.08548 -0.50307

Calculated values
* strongest force on any atom: 1.34 eV/Å
* calculated total energy: -47284.9549 eV
* total charge: 0
* relative energy (zero: lowest compared OMol25 entry of this formula, charge and spin): 80.0 kJ/mol
* LUMO energy: -0.4 eV
* gap between HOMO and LUMO: 0.283 Eh


No. 6
The following is a DFT calculation (wB97M-V/def2-TZVPD) of a single C30H33NO6 molecule.

Cartesian coordinates (Å):
C 2.03797 -0.85159 3.29431
H 1.78641 0.19837 3.13212
H 2.36886 -0.99921 4.32330
H 1.18229 -1.48981 3.07947
O 3.08489 -1.23844 2.41321
C 3.73815 -0.28488 1.75178
O 3.51576 0.89553 1.85060
C 4.82871 -0.88880 0.89187
C 5.09350 -0.04766 -0.35364
H 5.18912 0.99366 -0.04518
H 6.03632 -0.35614 -0.80728
C 3.98030 -0.19338 -1.40321
C 2.62643 0.14683 -0.85367
C 1.79421 -0.82646 -0.41085
C 0.51944 -0.56126 0.19014
C -0.34113 -1.55010 0.60258
C -1.59654 -1.24304 1.23593
O -2.44367 -2.07464 1.51879
C -1.88641 0.22696 1.61040
C -1.01954 1.29482 0.94960
O -1.36187 2.46169 0.97228
C 0.22816 0.83873 0.34775
C 1.09349 1.77407 -0.13542
N 2.24903 1.47206 -0.75744
C 3.07978 2.53547 -1.23776
C 3.26891 2.71948 -2.71767
C 2.44730 3.69914 -1.93954
H 2.84814 4.68204 -1.74789
H 1.37986 3.68583 -2.09510
H 4.24227 3.01651 -3.07717
H 2.74030 2.04977 -3.37936
H 3.92175 2.74353 -0.58639
H 0.85568 2.82083 -0.01658
C -1.77800 0.37018 3.13063
H -0.75551 0.18943 3.45325
H -2.07944 1.37538 3.41594
H -2.44325 -0.35349 3.59536
O -3.25337 0.51008 1.26820
C -3.46345 0.61367 -0.03902
O -2.58741 0.46731 -0.85917
C -4.89158 1.00734 -0.32933
H -5.52281 0.54024 0.42734
C -4.97451 2.55023 -0.23649
H -5.90617 2.83743 0.25232
H -4.14436 2.96702 0.33307
C -4.97652 3.01522 -1.68959
C -5.81382 1.94936 -2.38762
C -5.30775 0.64725 -1.76455
H -4.42544 0.29733 -2.30297
H -6.05789 -0.14148 -1.78423
H -6.86973 2.09621 -2.15239
H -5.69745 1.96131 -3.47023
H -3.95902 2.99978 -2.08173
H -5.38252 4.01960 -1.80361
C -0.06781 -2.97805 0.34761
C 0.18792 -3.43709 -0.94236
C 0.43232 -4.77760 -1.17578
C 0.41870 -5.68076 -0.12593
C 0.14744 -5.23641 1.15698
C -0.09624 -3.89603 1.39293
H -0.31673 -3.55624 2.39409
H 0.12330 -5.93876 1.97766
H 0.60792 -6.72849 -0.30949
H 0.62565 -5.12115 -2.18233
H 0.16911 -2.73710 -1.76590
H 2.10506 -1.85619 -0.49172
H 3.95826 -1.22993 -1.74346
H 4.22134 0.43850 -2.25764
H 4.55521 -1.91323 0.64170
H 5.73068 -0.92081 1.50846

Calculated values
* strongest force on any atom: 0.69 eV/Å
* calculated total energy: -45421.2059 eV
* total charge: 0
* LUMO energy: 0.1 eV
* gap between HOMO and LUMO: 0.273 Eh


Look up the strongest force on any atom of the first one. 3.85 eV/Å